Record 1
C21H35BF12N2O11PS | ωB97M-V with the def2-TZVPD basis set

XYZ file:
```
84
Properties=species:S:1:pos:R:3:forces:R:3:lowdin_charge:R:1
S -1.713758 0.461716 1.750560 -1.747 -1.532 1.622 0.8570
P 1.937751 2.001527 0.478173 -0.510 1.508 1.434 0.9770
F -2.617758 4.200875 2.949056 0.164 0.252 0.088 0.1854
F -3.479102 2.627619 -0.071815 0.217 -0.162 0.009 0.1561
F -1.625876 4.125216 -0.837832 0.319 -0.181 -0.027 0.1630
F -3.206659 5.552538 -0.597617 -0.169 0.176 -0.157 0.2105
F -4.498952 4.203840 0.996903 -0.010 0.113 0.196 0.1836
F -1.225295 2.192526 3.571435 -0.059 -0.223 0.244 0.1735
F -0.533632 2.921037 1.679644 -0.015 -0.159 -0.454 0.1150
F -1.172716 -3.716127 -3.556721 0.119 0.011 -0.361 0.2067
F -2.757695 -4.155450 -2.165126 -0.160 -0.066 0.104 0.1832
F -0.703796 -4.406432 -1.565346 0.043 -0.070 0.149 0.1633
F -1.663390 5.424283 0.890886 0.202 0.064 0.159 0.2061
F -3.845200 2.452842 2.728201 -0.167 -0.418 -0.053 0.1869
O -0.445213 -2.159924 1.395624 -0.402 0.722 0.431 0.0784
O 1.998011 0.620526 -2.339066 0.569 -0.006 0.130 0.1325
O -1.480846 -2.344087 -1.924647 -0.148 0.138 0.111 0.0657
O 0.509378 -1.733929 -0.585412 0.011 0.939 -0.071 0.0274
O -3.992361 -0.607899 -2.472415 0.036 0.145 -0.137 -0.1632
O -1.949854 0.376028 -1.416919 0.056 -0.188 0.193 -0.1233
O -1.460793 -0.300216 2.920085 0.710 0.489 -0.282 -0.1818
O -2.990323 0.280467 1.152042 0.514 0.522 -0.768 -0.1865
O 1.178320 2.903951 -0.646856 0.238 -0.627 -0.476 -0.2631
O 3.370613 1.625654 -0.173255 -0.056 -0.305 -0.194 -0.2266
O 2.389424 -1.740599 -2.450824 0.626 0.230 0.342 0.2139
N 2.547659 -1.815058 0.528605 0.393 0.518 -0.101 0.0570
N -0.490541 0.022441 0.437547 -0.064 0.933 0.328 -0.0220
C -2.411103 4.728876 0.056213 -0.262 -0.120 0.000 -0.5540
C 1.365796 0.033937 2.205203 -0.014 0.110 0.279 -0.2108
C -3.300120 3.649721 0.781878 -0.313 0.202 -0.165 -0.3297
C 1.036592 0.242512 0.721991 1.290 -0.511 -0.520 -0.2653
C -3.470042 0.406647 -3.296048 0.188 -0.151 0.231 -0.1531
C 4.269428 0.143109 4.722768 -0.106 -0.115 -0.166 -0.0987
C 2.782418 0.396860 2.684171 0.341 -0.615 0.555 -0.2464
C -1.534178 -3.634614 -2.294771 0.107 0.071 0.024 -0.7274
C 3.997002 -1.678452 0.324586 0.379 -0.564 0.527 -0.1995
C -5.408222 -0.785395 -2.555650 -0.207 -0.166 0.350 -0.2297
C 3.085124 -0.431720 3.946014 -0.299 0.504 0.136 -0.2511
C -2.125017 0.914562 -2.717932 -0.407 0.195 -0.220 -0.1067
C -0.606591 -1.486659 0.193756 1.028 -2.145 -1.067 -0.4410
C 5.801984 -2.232857 -1.395660 0.078 -0.268 0.434 -0.0901
C -1.528383 2.272615 2.291515 0.196 0.810 -0.073 -0.4285
C 1.698018 -0.902369 -0.185356 -1.781 -0.670 -0.432 -0.2242
C -1.828865 -2.096746 -0.562609 -0.261 0.227 -0.352 -0.0113
C -0.853364 0.872743 -0.768290 -0.338 0.307 -0.739 -0.1766
C 4.655539 -2.777522 -0.533401 0.233 0.090 0.065 -0.2240
C -2.842051 3.131663 2.179385 0.099 -0.067 -0.034 -0.3820
C -6.060476 -0.477766 -1.203680 0.134 -0.122 -0.147 -0.0479
B 2.089491 -0.623016 -1.730398 0.155 -0.080 -0.024 -0.5934
H 2.866100 1.438284 2.991589 -0.060 0.085 -0.301 0.0999
H 5.098983 -3.507613 0.145809 -0.163 -0.072 0.020 0.1083
H -5.830824 -0.152093 -3.336580 0.053 -0.045 -0.109 0.1151
H 3.454226 1.831389 -1.111442 -0.024 -0.163 -0.111 0.0718
H 3.218159 -1.485050 3.693948 0.046 -0.001 -0.076 0.1088
H 3.573773 0.172701 1.970122 -0.113 0.224 -0.189 0.0818
H 3.098024 -1.640361 -3.097057 -0.279 -0.154 -0.244 0.1258
H -2.704633 -1.466079 -0.588482 -0.079 0.143 0.271 0.1128
H -3.286577 0.024188 -4.305381 -0.096 0.090 -0.058 0.1318
H -5.598644 -1.826182 -2.820393 0.120 0.007 -0.139 0.1187
H 1.194504 2.530237 -1.542522 0.017 0.136 -0.037 0.0536
H -6.797325 -1.233810 -0.935941 -0.101 0.053 -0.085 0.0751
H 3.946319 0.997518 5.318837 0.061 0.011 -0.007 0.0771
H 2.254169 -2.754987 0.301824 0.016 0.011 -0.049 0.1362
H -6.548719 0.494801 -1.209053 0.069 0.058 0.165 0.0734
H 3.910146 -3.315350 -1.118989 0.021 0.094 -0.132 0.1014
H -0.114573 -3.035054 1.150533 -0.052 -0.002 0.076 0.1507
H 4.462455 -1.766240 1.311824 -0.013 0.210 0.022 0.1157
H 4.277988 -0.676797 -0.007772 -0.368 0.001 -0.273 0.1031
H -1.033641 1.890328 -0.417170 0.102 -0.001 0.312 0.1101
H -5.285916 -0.503924 -0.436843 -0.038 0.119 0.050 0.0641
H -1.289250 0.643110 -3.369718 0.090 -0.160 0.145 0.1353
H 4.696212 -0.599155 5.395412 0.069 0.066 0.018 0.0734
H 5.483723 -1.900103 -2.383332 0.017 0.119 -0.002 0.0626
H -2.172164 2.007493 -2.658970 0.127 0.016 0.030 0.1272
H 6.288419 -1.413167 -0.862240 -0.028 0.129 -0.178 0.0778
H 0.006772 0.934543 -1.433533 0.107 -0.433 0.174 0.1157
H 2.480731 0.626024 -3.178419 -0.476 0.054 -0.144 0.1390
H -2.081747 -3.030578 -0.062995 0.162 0.055 0.115 0.1540
H -4.166843 1.247288 -3.354310 -0.026 -0.026 -0.034 0.1269
H 0.702675 0.639673 2.824212 -0.048 0.052 -0.097 0.0964
H 2.196083 -0.356887 4.580988 0.018 -0.273 0.060 0.1135
H 5.043084 0.497742 4.038810 0.120 -0.111 0.063 0.0748
H 1.191446 -1.000317 2.478597 -0.119 -0.016 -0.080 0.1077
H 6.576486 -2.991069 -1.509957 -0.084 -0.018 -0.292 0.0762
```
Forces are in eV/Å.

Values from the calculation:
HOMO-LUMO gap (Ha): 0.306
Energy above the lowest of the compared OMol25 structures with the same formula, charge and spin (kJ/mol): 60.66
Net charge: +1
Energy (eV): -101250.3992
HOMO level (Ha): -0.4335

=====

Record 2
C21H35ClN3O2 | ωB97M-V with the def2-TZVPD basis set

XYZ file:
```
62
Properties=species:S:1:pos:R:3:forces:R:3:lowdin_charge:R:1
Cl -5.134078 -1.058067 0.003346 0.452 0.502 0.080 0.5496
O 0.321668 0.946744 -2.441956 -0.089 -0.101 0.769 -0.1267
O -0.933683 4.116298 -2.169880 0.219 -0.292 -0.185 -0.1547
N 2.681625 0.668980 5.747163 0.433 -0.256 -0.527 0.1461
N -0.021811 0.121493 0.142018 -0.256 -0.466 0.081 0.2085
N -2.758228 -1.293274 -2.647466 0.870 -0.260 -0.500 0.1905
C -0.916597 1.656514 -2.353452 -0.790 0.410 -1.003 -0.1740
C 0.919284 1.040690 -0.068120 0.286 0.718 -1.456 -0.1681
C -1.302181 -4.602621 -3.568426 -0.007 0.025 0.002 -0.1048
C 0.173665 0.390734 2.447668 0.356 0.335 0.742 0.0194
C 1.172097 1.337879 2.276145 0.247 0.204 -0.566 0.0279
C -0.607374 -2.170753 -3.879375 -0.306 -0.159 -0.134 -0.1770
C -1.469745 -1.283309 1.614756 -0.582 0.730 -0.613 -0.1006
C 1.265652 1.399588 -1.508464 0.486 -0.077 -0.013 -0.1232
C -1.809388 -1.680494 -3.184474 -0.437 0.378 0.252 -0.2087
C -0.911694 3.023064 -3.073684 -0.628 0.041 0.031 -0.1633
C 3.620164 0.268373 5.208097 -0.212 0.340 0.323 -0.2362
C 1.543757 1.669281 0.967715 0.100 -0.007 0.727 0.0257
C -0.413075 -0.227392 1.369585 -0.478 -0.661 1.037 -0.1772
C 4.553875 -1.645017 3.957438 -0.034 -0.284 0.087 -0.2669
C -1.980624 5.035370 -0.238359 0.583 -0.079 -0.910 -0.0626
C 4.179738 -2.665554 5.026892 -0.036 -0.020 -0.045 -0.1064
C -0.893090 -3.516062 -4.556840 -0.080 -0.334 0.043 -0.2532
C 4.820931 -0.249066 4.532072 -0.292 -0.145 -0.072 -0.1855
C -2.475463 -1.417072 0.449049 0.122 -0.419 0.825 -0.2739
C -2.203503 4.317994 -1.584708 -0.567 0.324 1.442 -0.2848
C -3.528809 -0.287923 0.377614 -0.197 -0.679 -0.433 -0.5486
H -1.921706 -1.580548 -0.478871 -0.466 0.100 -0.071 0.0595
H -1.668500 1.026385 -2.845134 0.370 -0.058 0.157 0.1061
H -0.159878 0.122367 3.445637 0.082 0.021 -0.151 0.1384
H 5.641367 -0.281314 5.250090 -0.030 0.045 0.033 0.1248
H 1.657427 1.827158 3.117493 -0.194 -0.180 -0.014 0.1213
H -3.337721 0.428233 -0.426279 -0.040 -0.107 0.191 0.0459
H 5.098107 0.441735 3.734760 0.018 0.078 0.080 0.1139
H -1.277364 1.810947 -1.324307 0.391 -0.076 -0.061 0.1117
H -1.466133 -5.546072 -4.087745 0.031 0.000 0.027 0.0783
H 0.001577 -3.837244 -5.092436 0.022 0.136 -0.010 0.1129
H -3.035234 -2.341894 0.628010 0.231 0.122 -0.127 0.0965
H 5.448001 -1.987241 3.433528 0.013 0.121 -0.023 0.1101
H -0.053494 3.125943 -3.748375 -0.042 -0.040 0.310 0.1394
H -2.721917 3.373463 -1.336775 0.224 0.031 -0.404 0.1084
H -0.994187 -2.243287 1.852140 -0.028 0.210 -0.118 0.1398
H -2.231712 -4.348927 -3.055189 0.022 0.028 0.007 0.0718
H -1.300104 4.408107 0.352747 -0.343 0.150 0.158 0.0658
H 4.028577 -3.647676 4.578686 0.044 0.000 0.024 0.0746
H 2.302814 2.404327 0.719192 -0.120 -0.025 0.255 0.1404
H -0.526080 -4.761352 -2.815743 -0.014 -0.024 -0.007 0.0760
H -0.469294 -0.331468 -0.656113 0.140 0.224 -0.104 0.1598
H 1.448177 2.484655 -1.574495 -0.256 -0.192 0.074 0.1477
H -1.820356 3.076432 -3.696756 0.270 -0.057 0.018 0.1314
H -0.306076 -1.429135 -4.620004 -0.011 0.091 0.095 0.1230
H 0.203053 -2.272061 -3.154458 -0.025 0.040 0.024 0.1174
H -1.441184 5.968849 -0.443117 -0.267 -0.069 0.208 0.0814
H 2.231143 0.920576 -1.730845 -0.284 0.010 -0.122 0.1530
H 3.252727 -2.393457 5.534378 0.043 0.047 0.030 0.0708
H -2.921990 5.237206 0.278008 0.204 -0.068 -0.023 0.0805
H -2.028582 -0.946721 2.497883 0.271 -0.275 -0.012 0.1286
H 4.967461 -2.753960 5.776872 -0.025 -0.009 0.002 0.0820
H -2.891975 4.906894 -2.208475 0.356 -0.152 -0.230 0.1281
H -1.683659 -3.392215 -5.299138 0.057 0.098 -0.018 0.1170
H -3.666304 0.225596 1.332291 0.143 -0.072 -0.151 0.0721
H 3.749903 -1.590700 3.218182 0.050 0.085 -0.033 0.1002
```
Forces are in eV/Å.

Values from the calculation:
HOMO-LUMO gap (Ha): 0.317
Net charge: +1
Energy (eV): -43425.6077
HOMO level (Ha): -0.4588

=====

Record 3
C21H35CrN9O2S | ωB97M-V with the def2-TZVPD basis set

XYZ file:
```
69
Properties=species:S:1:pos:R:3:forces:R:3:mulliken_spin:R:1
Cr -0.623284 -0.773766 1.011516 -0.339 0.220 0.143 3.1433
S 4.193545 1.400635 -2.845664 -0.086 0.023 -0.131 0.0139
O -0.101106 0.658083 2.322736 -0.121 -0.124 0.065 -0.0139
O -2.170924 0.335140 0.383061 0.292 0.149 0.155 -0.0341
N -1.361554 -2.247662 -0.254082 -0.048 -0.226 0.083 -0.0892
N -1.970800 -1.680279 2.374973 -0.027 -0.093 0.050 -0.0373
N 0.751916 -1.999755 2.087483 -0.148 -0.065 0.079 -0.0446
N -3.501927 2.247616 -2.230843 -0.046 0.084 0.107 0.0017
N -2.253084 1.493216 -4.052612 -0.041 -0.040 0.030 0.0006
N 0.814410 -0.183509 -0.290863 0.147 0.064 -0.148 -0.0598
N 6.790840 -2.012541 -4.316278 -0.031 0.119 0.080 0.0003
N -1.942396 0.633768 -1.884932 0.045 -0.023 -0.088 0.0083
N -0.656258 2.209672 3.896306 -0.163 0.106 0.071 0.0134
C -0.204571 3.214168 4.871874 -0.010 -0.009 -0.003 -0.0009
C 1.702571 -1.042320 -0.839677 -0.178 0.117 0.033 0.0219
C -2.777993 -2.729933 1.676927 0.179 0.034 -0.056 0.0012
C -1.204257 -2.158564 3.560064 0.086 -0.013 -0.156 -0.0030
C 4.650109 -0.940528 -4.268178 -0.027 -0.064 -0.149 -0.0004
C -2.100053 1.997902 3.785676 0.062 0.017 0.058 0.0003
C -1.991021 -3.350384 0.533927 0.006 0.197 0.030 0.0009
C -2.574308 1.471477 -2.773870 0.011 0.067 -0.166 -0.0007
C 6.476821 -0.035861 -2.999595 0.092 -0.125 0.018 0.0010
C 5.150689 0.008213 -3.390722 0.084 0.158 0.064 0.0005
C -4.311261 3.255182 -2.916319 0.030 -0.057 -0.050 -0.0001
C -3.562174 1.945338 -0.813764 -0.057 -0.050 -0.012 -0.0003
C 2.922622 0.709689 -1.918194 -0.021 0.009 0.086 0.0155
C 0.973487 1.130036 -0.578456 -0.052 -0.165 0.120 0.0197
C 1.979366 1.602725 -1.371421 0.040 -0.001 -0.057 -0.0086
C 5.515538 -1.939450 -4.694573 0.101 0.033 0.066 0.0000
C 7.260215 -1.073977 -3.497550 -0.103 -0.126 -0.107 0.0000
C 0.066002 -2.853063 3.110269 -0.056 0.088 -0.041 0.0053
C 0.197391 1.549191 3.167114 0.004 -0.140 -0.179 0.0015
C 2.748721 -0.654866 -1.632300 0.079 0.027 -0.010 -0.0029
C -2.477346 0.900091 -0.720029 -0.008 -0.218 0.174 0.0147
H -0.541084 4.202374 4.565771 -0.032 0.004 -0.036 0.0006
H 3.433395 -1.400632 -2.011403 -0.019 0.032 -0.027 -0.0008
H -5.014549 3.679065 -2.206537 -0.006 -0.004 0.025 0.0000
H 1.421711 -2.570247 1.578127 -0.023 0.018 -0.071 0.0044
H 8.305706 -1.150990 -3.222949 -0.015 -0.001 -0.011 0.0000
H -2.329606 1.512562 2.841491 0.018 -0.013 -0.045 0.0016
H -2.737402 2.085037 -4.708483 0.034 -0.015 -0.041 0.0000
H -2.456319 1.396014 4.622950 0.021 0.002 0.009 0.0001
H 1.560255 -2.097946 -0.633382 0.013 0.035 0.032 0.0056
H -3.685916 4.058603 -3.305633 0.032 -0.005 0.026 0.0001
H -2.621133 -0.971796 2.702845 0.005 0.030 -0.043 0.0075
H 3.633800 -0.896567 -4.641121 0.036 0.009 0.027 0.0000
H 2.054097 2.665199 -1.567264 0.006 -0.030 0.030 -0.0006
H -2.081567 -1.765763 -0.791934 0.047 0.046 -0.050 0.0128
H -3.096950 -3.504128 2.373677 -0.053 0.003 0.065 -0.0009
H -0.957681 -1.284270 4.161557 -0.014 0.041 0.004 -0.0004
H -1.563828 0.847285 -4.400738 -0.001 0.018 -0.002 0.0000
H -4.531164 1.527658 -0.530425 -0.016 0.013 0.039 0.0005
H 0.710086 -3.041184 3.966257 0.084 -0.007 0.019 -0.0013
H -0.155110 -3.817466 2.661099 0.029 -0.021 -0.027 -0.0034
H -3.359398 2.813422 -0.184768 0.040 0.032 -0.022 0.0006
H 0.880268 3.209718 4.941663 -0.010 -0.030 -0.027 0.0001
H -0.734477 -2.634847 -0.955563 0.074 0.020 0.045 0.0071
H -1.801542 -2.831923 4.173290 -0.077 -0.010 0.040 0.0004
H -4.882002 2.806266 -3.729290 -0.003 -0.040 0.017 0.0001
H 6.896594 0.710119 -2.337350 0.003 -0.035 -0.017 -0.0005
H 1.315207 -1.298316 2.565056 0.019 0.011 -0.008 0.0039
H 1.242886 1.813946 3.325111 0.086 -0.013 -0.023 0.0025
H -1.200762 -4.001461 0.895967 0.048 -0.025 -0.031 0.0005
H 5.172858 -2.704304 -5.382599 0.013 0.013 0.019 0.0000
H 0.261351 1.811347 -0.129345 0.007 -0.045 -0.019 -0.0072
H -2.600795 2.962461 3.826729 0.012 0.031 -0.002 0.0001
H -3.670986 -2.246781 1.283584 -0.028 0.043 0.003 -0.0002
H -0.624823 2.984162 5.848541 -0.006 -0.044 0.007 0.0005
H -2.651052 -3.952307 -0.086944 -0.020 -0.039 -0.062 -0.0020
```
Forces are in eV/Å.

Values from the calculation:
HOMO-LUMO gap (alpha / beta) (Ha): 0.267 / 0.264
Energy above the lowest of the compared OMol25 structures with the same formula, charge and spin (kJ/mol): 0.00
Net charge: +3
Energy (eV): -79088.4365
⟨S²⟩: 3.78
HOMO level (alpha / beta) (Ha): -0.5723 / -0.5723
Multiplicity: 4

=====

Q: Look up the energy of the second one.
A: -43425.6077 eV

=====

Q: The lowest energy belongs to which entry?
A: C21H35BF12N2O11PS